Below is a single C20H20ClF2N3O6S molecule at a distorted geometry, with properties calculated with ωB97M-V/def2-TZVPD.

```
53
Properties=species:S:1:pos:R:3:forces:R:3
C 1.693747 3.737878 -1.290184 0.057 -0.041 -0.004
C 2.324490 2.537729 -0.689476 0.027 -0.487 0.313
N 3.581479 2.243728 -0.938026 0.210 0.531 -0.504
N 3.886610 1.123903 -0.265604 -0.533 -0.128 0.511
C 2.816715 0.686635 0.431288 -0.406 0.346 -0.076
C 1.762769 1.573445 0.194432 0.705 -0.236 -0.102
C 0.456612 1.439491 0.758608 -0.577 0.127 0.079
C -0.637194 2.169323 0.491475 0.422 -0.097 -0.037
C -1.902017 1.836094 1.134669 -0.083 -0.322 0.390
O -2.063362 0.955177 1.958777 0.043 0.217 -0.001
O -2.897037 2.620331 0.694425 0.231 0.110 -0.266
C -4.197535 2.440605 1.244570 -0.453 -0.052 0.272
H -4.715732 3.389955 1.101247 0.048 -0.234 -0.004
H -4.119559 2.199581 2.311516 -0.008 0.090 -0.150
C -4.987129 1.332383 0.522376 0.386 0.353 0.287
O -5.972917 1.573230 -0.134090 -0.250 0.110 -0.166
N -4.442515 0.110296 0.729409 0.429 -0.342 0.335
C -4.788535 -1.104955 0.146693 0.031 -0.314 -0.064
C -5.897478 -1.290635 -0.672708 -0.059 0.114 0.003
C -6.156282 -2.536158 -1.216065 0.078 -0.103 0.016
C -5.325561 -3.611545 -0.953339 -0.028 -0.016 -0.031
C -4.217815 -3.444801 -0.137891 0.081 0.113 0.156
C -3.956127 -2.202224 0.404389 0.016 0.040 -0.132
O -2.851943 -2.005943 1.269681 -1.242 -0.152 0.011
C -1.651747 -1.902750 0.703521 1.596 0.293 -0.103
F -1.249018 -3.044855 0.082834 -0.145 -0.290 0.066
F -1.606276 -0.960708 -0.278313 -0.235 0.178 -0.043
H -0.908718 -1.645071 1.471908 -0.328 -0.074 -0.174
H -3.555121 -4.268833 0.076157 0.057 -0.028 0.050
H -5.533040 -4.580370 -1.379813 -0.018 -0.092 -0.037
H -7.018832 -2.664971 -1.851836 -0.080 -0.001 -0.053
H -6.540389 -0.451469 -0.879749 -0.010 0.016 0.014
H -3.626310 0.063851 1.341363 -0.238 0.205 -0.154
H -0.663974 2.982320 -0.211894 0.087 0.109 -0.121
H 0.353226 0.637763 1.479755 -0.133 -0.055 0.063
Cl 2.815090 -0.713862 1.416013 -0.251 0.392 -0.116
C 5.226310 0.605373 -0.454636 0.373 0.130 -0.543
C 5.847010 0.012291 0.797051 -0.112 -0.689 -0.088
H 5.313975 0.256991 1.708487 0.006 -0.046 0.076
H 6.894358 0.279022 0.895019 0.075 -0.034 -0.039
S 5.817898 -1.814461 0.546699 -0.192 -0.122 0.226
O 5.136502 -2.486713 1.614815 -0.188 -0.026 0.065
O 7.156217 -2.236212 0.251573 0.409 0.142 -0.420
C 4.855822 -1.796526 -1.005212 0.410 0.139 0.633
C 5.261479 -0.458766 -1.575330 -0.008 0.334 -0.268
H 4.618341 -0.141310 -2.396799 0.072 -0.007 0.003
H 6.287226 -0.530831 -1.940046 -0.003 0.064 -0.076
H 5.175088 -2.637153 -1.610780 0.082 -0.135 0.064
H 3.799515 -1.871222 -0.771687 -0.065 -0.033 0.064
H 5.785973 1.482835 -0.797200 -0.120 -0.220 0.162
H 1.285289 4.381311 -0.513524 -0.070 0.098 0.009
H 2.443789 4.284426 -1.854571 -0.004 0.068 -0.039
H 0.886622 3.446381 -1.959961 -0.091 0.055 -0.056
```
Forces are in eV/Å.

Output
**Gap between HOMO and LUMO**: 8.42 eV
**Multiplicity**: 1
**Maximum force**: 0.0316 hartree/bohr
**SMILES**: Cc1nn([C@@H]2CCS(=O)(=O)C2)c(Cl)c1/C=C/C(=O)OCC(=O)Nc1ccccc1OC(F)F
**DFT total energy**: -66612.5788 eV

***

Below is a molecular structure, C20H26Br2F3N3O3 at a distorted geometry, with properties calculated with ωB97M-V/def2-TZVPD.

```
57
Properties=species:S:1:pos:R:3:forces:R:3
N -1.745078 4.861101 0.237988 -0.053 -1.098 0.366
C -2.782014 3.865680 0.787218 -1.171 1.010 -0.229
C -3.473056 3.003441 -0.423878 -0.794 -0.603 -0.041
C -3.384628 1.374784 -0.257440 0.926 -0.838 0.416
C -1.908814 0.837507 0.298174 2.437 -0.959 0.942
N -1.906690 0.127964 1.622434 4.035 1.007 -3.420
C -0.546979 -0.365576 2.027987 0.498 -0.254 0.286
C -0.414282 -1.214440 3.454431 3.157 0.273 -1.166
C 1.029680 -1.787918 4.042097 -1.197 2.505 -4.264
C 2.365844 -1.497504 3.134279 -3.091 1.137 -1.032
C 3.815815 -2.053648 3.668220 -0.956 0.146 -0.422
C 4.261225 -3.497576 2.962299 1.083 0.411 0.243
C 4.536385 -3.357933 1.336279 -0.419 0.169 0.199
O 5.927472 -3.824212 1.025899 -0.581 1.375 -1.171
C 2.223341 -0.659517 1.727905 -1.877 -1.042 2.241
C 0.773780 -0.090778 1.118640 1.499 -0.947 1.141
N 0.845853 0.613610 -0.207175 -5.850 -0.952 3.349
C -0.549335 1.036274 -0.573160 -0.757 -0.474 1.331
C -0.715756 1.834175 -2.033122 0.910 -0.099 1.263
C 0.444738 1.304819 -3.063007 -1.036 -0.169 -0.658
C 1.792680 2.235280 -3.131838 0.037 -0.630 1.891
F 2.296309 2.712338 -1.823344 -1.271 -1.401 -3.429
Br 1.255201 3.914914 -4.155259 0.522 -0.834 1.231
C 3.034761 1.441958 -3.890070 1.143 -0.237 -0.231
F 4.373242 2.054351 -3.578758 -4.054 -2.287 -0.627
F 3.040727 -0.023620 -3.666601 0.360 4.743 -0.195
Br 2.741374 1.703088 -5.877214 0.764 -0.919 1.357
H -0.824678 4.748448 0.716548 -1.089 -0.087 -0.985
H -1.664279 4.784014 -0.801916 0.160 -0.178 1.556
H -3.644522 4.553912 1.241540 1.704 -1.571 -0.809
H -2.379561 3.225105 1.682840 -0.572 0.979 -2.055
H -3.055411 3.258988 -1.503468 -0.561 -0.162 2.399
H -4.633138 3.278146 -0.472550 2.490 -0.620 0.109
H -4.219303 0.919053 0.460201 1.991 0.958 -1.671
H -3.533482 0.883079 -1.308869 0.068 0.759 2.082
H -1.394650 -1.403180 4.082874 2.185 0.492 -1.587
H 1.012191 -2.386757 5.050841 0.252 1.307 -2.244
H 4.617064 -1.226982 3.452326 -1.361 -1.678 0.290
H 3.739672 -2.167387 4.841219 0.154 0.080 -2.393
H 5.302892 -3.815385 3.446020 -2.123 0.667 -1.065
H 3.508902 -4.364257 3.209887 1.262 1.917 -0.611
H 4.488353 -2.247372 0.969852 -0.337 -2.141 0.903
H 3.729707 -4.018608 0.773988 1.810 1.467 0.963
H 6.301285 -3.278619 0.249207 -1.261 -1.264 1.913
H 3.225095 -0.464856 1.116908 -2.514 -0.341 1.366
H -1.777574 1.670699 -2.518805 2.250 0.170 1.147
H -0.572359 2.989099 -1.802694 -0.322 -2.338 -0.639
H -0.038832 1.341549 -4.153592 1.355 0.008 2.263
H 0.629979 0.173613 -2.826780 0.176 2.348 -0.302
O -3.742854 -4.029914 -2.091292 0.294 0.020 0.464
C -3.935383 -3.129242 -1.117501 0.550 -1.048 -0.762
C -5.101400 -2.120269 -1.550156 -0.431 0.995 0.809
O -5.282132 -1.209656 -0.583685 -0.361 0.165 -0.480
H -3.075209 -2.491950 -0.846620 0.238 0.369 -0.400
H -4.232823 -3.517601 -0.127447 -0.549 -0.294 0.073
H -5.965410 -2.759102 -1.804548 -0.257 -0.377 0.441
H -4.813935 -1.743125 -2.547311 0.537 0.362 -0.146
```
Forces are in eV/Å.

Output
**Gap between HOMO and LUMO**: 1.87 eV
**Multiplicity**: 1
**Maximum force**: 0.1324 hartree/bohr
**Total charge**: -2
**DFT total energy**: -179991.9762 eV

***

Below is a molecular structure, C26H34Br2KN6PS at a distorted geometry, with properties calculated with ωB97M-V/def2-TZVPD.

```
71
Properties=species:S:1:pos:R:3:forces:R:3
K -0.040675 -0.418365 -0.243201 -0.642 -0.275 -0.210
C 3.719725 0.128635 5.099899 0.073 -0.144 -0.244
C 4.004325 -0.932065 4.038699 0.155 0.178 0.041
N 2.795925 -1.546065 3.546899 0.223 -0.003 0.146
C 2.060625 -1.052365 2.514799 -0.498 -0.407 0.080
S 0.589925 -1.855265 2.243399 -0.598 -0.341 0.008
N 2.566725 0.005035 1.918799 1.326 0.872 0.438
N 2.103425 0.435135 0.751199 0.143 0.068 -0.074
C 2.515525 1.603335 0.354199 0.432 -0.293 1.219
C 3.421125 2.470335 1.198299 -0.251 -0.265 -0.053
C 2.160825 2.031935 -0.979101 -0.134 0.417 -0.924
C 2.643225 3.244535 -1.515401 -0.071 -0.288 0.310
C 2.304125 3.618335 -2.795501 -0.209 -0.193 -0.240
C 1.515525 2.764935 -3.557801 0.063 0.076 0.126
C 1.100925 1.581935 -2.964601 -0.081 0.199 -0.404
N 1.379525 1.227535 -1.724001 0.329 0.138 0.003
H 4.642925 0.611035 5.411599 0.084 0.109 0.093
H 3.243825 -0.312065 5.973199 -0.044 -0.033 0.108
H 3.047425 0.873635 4.678999 -0.017 0.104 0.021
H 4.649525 -1.721665 4.436899 -0.008 0.085 -0.010
H 4.502625 -0.473865 3.182499 0.026 -0.093 0.140
H 2.297625 -2.161365 4.171499 -0.015 -0.010 -0.240
H 3.358425 2.141535 2.232299 0.037 0.001 -0.039
H 3.147125 3.521535 1.142899 -0.001 0.081 -0.039
H 4.454325 2.355535 0.867399 0.133 0.095 0.025
H 3.285525 3.879235 -0.931501 0.063 0.070 0.136
H 2.652125 4.556335 -3.205201 0.053 0.037 -0.003
H 1.234925 3.009435 -4.570501 -0.023 -0.038 -0.079
H 0.504625 0.877135 -3.532501 -0.109 -0.054 -0.061
Br -5.133675 -5.699965 -0.389801 0.169 0.260 0.028
C -3.824275 -4.320465 -0.386401 -0.236 0.034 -0.003
C -4.193575 -2.993165 -0.225701 0.103 -0.284 -0.073
C -3.175775 -2.052565 -0.294101 -0.512 -0.036 0.021
N -1.904575 -2.346665 -0.471901 0.248 -0.209 -0.021
C -1.550875 -3.626165 -0.568601 -0.848 -0.151 0.001
C -2.497475 -4.653665 -0.557801 0.118 0.086 -0.027
C -0.115475 -3.915365 -0.642801 0.861 -0.468 0.037
C 0.376425 -5.170465 -0.277001 -0.002 0.231 -0.035
C 1.745125 -5.347665 -0.255601 0.226 -0.079 -0.035
Br 2.460525 -7.039265 0.241999 -0.099 0.293 -0.060
C 2.590225 -4.304165 -0.593701 -0.164 -0.179 0.097
C 1.992125 -3.110765 -0.975401 0.344 -0.244 0.031
N 0.688825 -2.919265 -1.008201 -0.364 -0.054 -0.204
H -5.221875 -2.709065 -0.070701 -0.057 0.056 0.004
H -3.401075 -1.000365 -0.200201 -0.104 0.150 0.026
H -2.212675 -5.685065 -0.693501 0.010 -0.018 0.002
H -0.275975 -5.977065 0.014699 -0.030 -0.007 0.068
H 3.663025 -4.413665 -0.547401 0.017 0.034 -0.051
H 2.603525 -2.268365 -1.262401 0.134 0.145 -0.012
C -4.898375 1.498435 0.066299 0.082 0.099 0.031
C -3.794375 2.542935 -0.026901 0.191 -0.179 0.013
P -2.172675 1.855235 -0.634301 -0.514 0.934 -0.283
C -2.489975 1.860435 -2.466701 -0.044 -0.135 0.182
C -2.838975 0.478535 -3.005501 0.029 0.171 -0.063
C -1.185075 3.419935 -0.519001 -0.042 -0.209 0.058
C -0.622675 3.618635 0.880599 0.007 0.018 -0.107
H -5.814575 1.946435 0.446099 -0.107 -0.040 0.017
H -4.604375 0.697835 0.744099 -0.063 -0.074 0.034
H -5.113575 1.067735 -0.909701 -0.071 -0.091 -0.075
H -3.609475 2.957735 0.967799 0.017 0.058 -0.051
H -4.098875 3.363635 -0.686901 0.100 -0.022 0.101
H -1.570375 2.205135 -2.945201 -0.064 0.116 0.010
H -3.289775 2.571135 -2.701401 0.147 0.048 0.003
H -2.031575 -0.224765 -2.806101 0.018 -0.143 -0.026
H -3.000275 0.530635 -4.080501 -0.019 -0.136 -0.110
H -3.744975 0.088335 -2.548201 -0.091 -0.107 0.029
H -1.797075 4.280035 -0.813601 0.026 -0.113 -0.098
H -0.362875 3.322435 -1.228801 0.020 0.083 -0.100
H -1.420475 3.687535 1.617899 -0.003 0.005 0.138
H -0.040075 4.536235 0.923799 0.079 0.082 0.104
H 0.026125 2.784935 1.146599 0.048 -0.017 0.128
```
Forces are in eV/Å.

Output
**Gap between HOMO and LUMO**: 6.62 eV
**Multiplicity**: 1
**Maximum force**: 0.0320 hartree/bohr
**DFT total energy**: -212989.7123 eV

***

Which value of maximum force does entry 3 give?
0.0320 hartree/bohr